# C10H13FIP

C10H13FIP as an isolated structure (ωB97M-V/def2-TZVPD, OMol25).

```
26
Properties=species:S:1:pos:R:3:forces:R:3:mulliken_charge:R:1
C 2.48840 0.93858 0.66259 -0.056 0.063 -0.037 -0.76
C 2.17622 -0.40996 0.69954 0.034 0.104 0.037 -0.78
C 0.37059 1.40429 -0.31396 -0.016 -0.171 -0.051 -0.64
C 1.59063 1.86676 0.14994 -0.022 -0.103 0.103 0.79
C 0.97235 -0.88712 0.20710 -0.116 0.184 -0.074 0.82
C 0.06765 0.04582 -0.31568 0.371 0.254 0.041 0.72
C 1.94767 3.31623 0.03590 0.077 -0.025 -0.070 -1.50
C 0.68193 -2.35669 0.18512 0.013 0.035 -0.009 -1.45
C -1.14906 -0.40248 -0.99416 -3.265 -1.346 1.794 -0.49
C -2.65713 -0.74911 0.24898 2.643 0.795 -1.761 -0.68
F -1.66452 0.48858 -1.86394 0.115 0.446 -0.376 -0.34
P -3.17429 -2.47932 -0.04640 0.216 0.175 0.124 -0.09
I -4.10174 0.81930 0.03319 0.408 -0.424 0.125 0.07
H 3.45016 1.27501 1.02162 0.111 0.027 0.072 0.40
H 2.89963 -1.10716 1.09634 0.052 -0.110 0.061 0.37
H -0.34600 2.09775 -0.73015 -0.036 0.062 -0.047 0.43
H 2.49552 3.48562 -0.89307 0.025 0.089 0.007 0.29
H 1.05725 3.93759 0.01568 -0.060 0.102 0.022 0.37
H 2.58112 3.62843 0.86105 0.063 0.102 0.076 0.39
H 0.71674 -2.73452 -0.83791 -0.047 -0.107 -0.048 0.33
H 1.42595 -2.89613 0.76497 0.009 -0.080 0.044 0.39
H -0.30542 -2.57833 0.58606 -0.014 -0.107 0.020 0.21
H -1.07860 -1.37018 -1.49533 0.141 0.085 0.097 0.51
H -2.18019 -0.65449 1.22379 -0.156 0.096 -0.018 0.55
H -4.00671 -2.21974 -1.13231 -0.164 0.015 -0.488 0.05
H -4.25817 -2.45873 0.83106 -0.326 -0.160 0.359 0.05
```
Positions in Å, forces in eV/Å.

Calculated values
HOMO level: -8.632 eV
frontier orbital gap: 9.0 eV
energy above the lowest of the compared OMol25 structures with the same formula, charge and spin: 0.0 kcal per mole

# C15H19Br3Cl6O12

C15H19Br3Cl6O12 as an isolated structure (ωB97M-V/def2-TZVPD, OMol25).

```
55
Properties=species:S:1:pos:R:3:forces:R:3:mulliken_charge:R:1
C 1.76697 2.41732 3.96373 -0.542 0.301 -0.795 0.21
Br 0.62444 3.28680 5.28192 -1.752 1.313 1.620 -0.39
Br 1.69247 0.46245 4.08867 0.005 -2.446 -0.149 -0.38
Br 3.52020 3.09591 4.14205 2.176 0.852 -0.333 -0.26
H 1.31504 2.68060 3.00743 0.403 0.125 -0.212 -0.11
C -6.11023 -0.47717 -0.47748 0.543 -0.357 -0.217 -0.04
Cl -4.27768 -0.37733 -0.42867 -1.575 -0.051 -0.025 -0.02
Cl -6.63920 -1.71375 -1.65606 0.261 0.477 0.048 -0.13
Cl -6.84252 1.10932 -0.81071 0.358 -0.610 0.136 -0.12
H -6.49106 -0.87995 0.46104 0.428 0.535 0.027 0.31
C -0.72190 1.16862 -3.87070 0.756 1.329 -0.269 0.49
Cl 0.48621 0.19428 -4.81437 -1.075 0.667 0.336 -0.10
Cl -2.21878 0.37112 -3.49894 0.049 -0.330 -0.020 -0.07
Cl -1.13407 2.79034 -4.64168 0.495 -1.123 0.071 -0.16
H -0.19268 1.47034 -2.96683 -0.166 -0.380 -0.073 -0.20
C 5.51376 0.83998 -3.95893 0.781 1.727 1.891 -0.33
C 4.03136 0.63895 -3.92817 -0.066 0.515 0.570 -0.05
O 3.81410 -0.18322 -5.05177 -0.259 -0.846 -1.349 -0.25
C 4.89481 -0.15677 -5.89058 0.179 0.263 -0.756 0.59
O 4.93085 -0.50205 -7.05481 -0.139 0.457 2.657 -0.55
O 5.94582 0.39662 -5.19355 -0.058 -0.967 -1.910 -0.34
H 6.07977 0.44289 -3.11629 -0.053 -0.829 -0.259 0.28
H 5.70685 1.90792 -3.85727 0.167 0.174 -0.328 0.25
H 3.55734 1.60961 -4.07374 -0.419 -0.200 -0.079 0.19
H 3.68446 0.21859 -2.98421 -0.249 -0.293 -0.359 0.20
C -0.61379 -0.07195 0.82123 -0.996 0.724 0.868 0.33
C -0.48183 1.32823 1.36180 -0.206 0.950 0.465 -0.06
O 0.64111 1.82983 0.66214 1.418 -0.197 -1.658 -0.35
C 0.87484 1.05443 -0.45470 1.428 1.749 0.783 0.47
O 1.70701 1.29101 -1.31343 -1.311 -0.178 0.964 -0.56
O 0.08868 0.00547 -0.44601 -1.024 -1.413 0.218 -0.02
H -1.68934 -0.21397 0.71575 0.249 -0.725 -0.592 -0.16
H -0.20173 -0.78059 1.53966 0.318 -0.244 -0.543 0.33
H -0.35442 1.41923 2.44049 0.421 -0.493 -0.078 -0.23
H -1.29642 2.02104 1.15072 -0.418 -0.302 -0.419 0.22
C 0.61115 -2.66461 -2.82862 1.904 0.109 -2.492 0.21
C -0.77937 -2.91227 -3.21979 -0.947 0.075 -0.129 -0.05
O -1.31327 -3.37693 -1.97211 -1.567 0.305 -0.087 -0.33
C -0.31360 -3.93166 -1.28766 -1.100 -2.974 3.897 0.66
O -0.43610 -4.69650 -0.30848 0.157 2.548 -3.146 -0.64
O 0.83444 -3.58485 -1.80511 1.750 0.078 0.514 -0.32
H 0.92535 -1.63705 -2.64556 -0.334 -0.100 0.770 -0.09
H 1.17374 -2.99171 -3.70303 0.696 0.146 0.134 0.25
H -0.88004 -3.73033 -3.93306 0.078 -0.081 -0.044 0.29
H -1.21895 -2.02147 -3.66850 -0.568 -0.200 0.652 0.00
C -2.37159 -0.19384 7.31575 1.729 -1.417 2.454 -0.44
C -1.93447 1.18260 7.02068 -1.166 0.399 0.448 -0.25
O -1.86432 1.13528 5.58433 0.090 0.189 0.280 -0.19
C -1.69701 -0.15341 5.21522 0.853 -0.888 -3.660 0.63
O -1.48905 -0.53495 4.04868 -0.939 1.249 3.858 -0.52
O -1.78583 -0.96405 6.29563 -0.791 -0.333 -1.431 -0.33
H -3.43394 -0.29308 7.53861 -0.168 -0.429 -0.910 0.26
H -1.82354 -0.54685 8.18932 -0.432 0.012 0.473 0.29
H -1.04528 1.47364 7.57990 0.439 0.072 -0.953 0.27
H -2.76876 1.74786 7.43608 0.189 1.066 -0.860 0.28
```
Positions in Å, forces in eV/Å.

Calculated values
HOMO level (spin up / spin down): -0.747 / -5.658 eV
multiplicity: 2
total charge: -1
frontier orbital gap (spin up / spin down): 2.5 / 7.4 eV

# C12H30As3Cl2Pd

C12H30As3Cl2Pd as an isolated structure (ωB97M-V/def2-TZVPD, OMol25).

```
48
Properties=species:S:1:pos:R:3:forces:R:3:mulliken_charge:R:1
Pd 2.57111 -0.79726 0.17321 -0.224 0.882 -1.316 -1.69
C -0.69014 -2.14865 3.03963 -0.581 -0.170 0.471 -1.23
As 0.79135 -1.44104 1.93328 0.224 -0.308 -0.541 0.36
C 1.62060 -3.21834 1.71059 0.175 -0.759 0.286 -0.88
C -0.09795 -1.47701 0.14905 -1.085 0.072 -0.024 -2.27
C -1.01021 -0.27391 -0.26145 0.117 -0.097 0.117 3.15
C -1.52889 -0.59015 -1.67551 -0.038 -0.124 -0.213 -1.74
C -0.21729 1.07523 -0.23565 -0.370 -0.126 0.110 -1.38
As 1.59025 1.18960 -1.08293 0.056 -0.332 0.513 1.05
C 1.62101 3.16337 -1.10313 -0.167 0.648 -0.018 -1.24
C 1.13919 1.05521 -2.99994 -0.043 -0.196 -0.450 -1.20
C -2.21420 -0.18895 0.73877 0.295 0.153 -0.045 -1.97
As -3.86368 0.95814 0.52650 0.334 -0.278 -0.101 0.37
C -3.30321 2.54174 -0.51112 0.051 0.352 -0.263 -1.07
C -4.80427 0.03369 -0.94655 -0.276 -0.162 -0.290 -1.12
H -1.43057 -1.36090 3.27162 0.315 -0.415 -0.099 0.32
H -0.27381 -2.51083 4.00181 -0.161 0.136 -0.519 0.41
H -1.19402 -2.99037 2.52237 0.205 0.387 0.261 0.30
H 0.86145 -3.96038 1.38610 0.262 0.308 0.190 0.33
H 2.05733 -3.54451 2.67670 -0.242 0.123 -0.377 0.38
H 2.42175 -3.15937 0.94594 -0.576 0.032 0.493 0.21
H -0.67573 -2.42440 0.08734 0.076 0.363 0.033 0.74
H 0.72573 -1.56036 -0.58980 -0.380 -0.147 0.287 0.85
H -0.70477 -0.81680 -2.36749 -0.179 0.073 0.311 0.22
H -2.08227 0.26268 -2.10103 0.080 -0.298 0.119 0.19
H -2.18229 -1.48909 -1.65966 0.241 0.546 0.037 0.48
H -0.02017 1.34849 0.82316 -0.038 -0.133 -0.513 0.38
H -0.82525 1.87985 -0.66909 0.018 -0.195 0.068 0.30
H 0.69921 3.55669 -1.58111 0.440 -0.091 0.240 0.31
H 2.50099 3.50925 -1.68373 -0.456 -0.187 0.389 0.40
H 1.68892 3.54761 -0.06548 0.016 -0.185 -0.579 0.31
H 0.20148 1.60328 -3.22395 0.444 -0.303 0.041 0.25
H 1.05308 -0.00745 -3.29730 0.002 0.580 0.189 0.31
H 1.97107 1.48822 -3.59211 -0.424 -0.132 0.387 0.42
H -1.79788 0.13553 1.71169 -0.297 -0.194 -0.346 0.45
H -2.63183 -1.20852 0.88493 0.159 0.491 -0.022 0.48
H -2.59386 3.15085 0.08583 -0.377 -0.371 -0.447 0.29
H -4.20240 3.15719 -0.71858 0.401 -0.350 0.220 0.39
H -2.86142 2.26287 -1.48565 -0.077 0.193 0.533 0.23
H -5.08340 -0.98708 -0.61449 0.132 0.568 -0.209 0.30
H -4.20841 -0.03347 -1.87055 -0.198 -0.019 0.428 0.30
H -5.72928 0.59854 -1.18170 0.429 -0.322 0.230 0.37
Cl 6.19547 2.02477 2.08436 0.356 0.221 0.182 -0.22
C 6.07815 0.25260 2.00031 0.511 -0.621 0.589 -0.36
Cl 4.55411 -0.20323 1.20636 1.198 -0.118 0.159 0.22
H 6.10086 -0.16869 3.02636 0.003 0.455 -0.612 0.24
H 6.93291 -0.14744 1.41713 -0.601 0.431 0.307 0.25
H 2.85118 -2.08721 -0.88506 0.251 -0.384 -0.205 -0.20
```
Positions in Å, forces in eV/Å.

Calculated values
HOMO level: -1.990 eV
total charge: -1
frontier orbital gap: 4.9 eV

For reference, F_max by record: 3.96; 5.02; 1.60 eV/Å.
For reference, M by record: 310.1; 843.7; 576.5 g mol⁻¹.